Entry from the OMol25 dataset: a single C6H8Cl2S2 molecule at a distorted geometry (ωB97M-V/def2-TZVPD).

Structure (XYZ):
```
18
C6H8Cl2S2, DFT ωB97M-V/def2-TZVPD
Cl 1.23485 -0.97424 2.82883
Cl 1.90350 -0.22367 -2.10807
S 0.63568 2.31234 -0.85518
S 0.82330 1.77998 1.15944
C 0.04201 -0.89347 1.40820
C 0.47304 -0.49359 -1.22406
C 0.92908 -1.10148 0.06179
C -0.65026 0.56514 1.19336
C -0.28825 0.82717 -1.21264
C -1.33551 0.76268 -0.16114
H 0.97228 -2.15281 -0.01886
H -1.92891 1.68364 -0.24134
H -1.23142 0.80261 2.02316
H -0.73061 0.85457 -2.31566
H -2.03881 0.01583 -0.57721
H -0.13003 -1.29854 -1.76947
H -0.66122 -1.73973 1.55406
H 1.98128 -0.72641 0.25480
```

Computed properties:
* F_max: 3.5 eV/A
* HOMO-LUMO gap: 8.66 eV
* E: -53066.448 eV
* ΔE to the lowest compared entry with this formula, charge and spin: 1.434 eV
* SMILES: Cl[C@@H]1C[C@H](Cl)[C@H]2C[C@@H]1SS2
* LUMO energy: 0.505 eV